1.
Here is a gas-phase ion, C2H4N3 (charge +1) at a distorted geometry from the OMol25 dataset. Energies are from the ωB97M-V functional and the def2-TZVPD basis.

XYZ file:
```
9
C2H4N3, DFT the ωB97M-V functional and the def2-TZVPD basis
H 0.20175 -1.53446 0.15036
N 0.36732 -0.54448 -0.10931
H -2.51143 -0.67579 0.24198
C 1.52400 -0.12984 0.03015
H 3.35755 0.75188 -0.35210
N 2.60696 0.30975 0.17727
C -2.00515 0.23550 0.05830
H -2.78821 1.06642 -0.10705
N -0.75280 0.52101 -0.08959
```

The calculation puts the highest occupied orbital energy at -16.14 eV. The SMILES is C=N[NH+]=C=N. As for the net charge: +1. The frontier orbital gap comes out at 0.41036 hartree.



2.
Here is a molecular structure, C25H58LuN2O2Si3 at a distorted geometry from the OMol25 dataset. Energies are from the ωB97M-V functional and the def2-TZVPD basis.

XYZ file:
```
91
C25H58LuN2O2Si3, DFT the ωB97M-V functional and the def2-TZVPD basis
H 0.25871 -2.23838 -3.97811
H 5.39366 -0.57370 -0.74073
H 2.11411 -0.53843 -4.08634
H -1.71923 -2.06220 -4.90303
H -3.68003 0.67763 3.08341
C 1.17588 -3.45595 3.74217
C -4.33103 0.20685 2.33367
H -1.55999 3.17232 2.81412
C -0.62813 3.27698 3.38964
H -1.56693 -3.54868 -2.80855
C -1.74170 1.57902 5.68565
H -4.59937 -0.79673 2.69103
C -1.87158 -1.00907 -4.65603
N -0.06480 0.44756 3.55762
H 3.85495 1.24205 2.49328
H -3.49591 2.51066 0.70723
H 1.34984 -4.51862 1.40003
H 1.57142 1.27568 6.12894
H 1.42151 -0.91402 -0.29093
H 1.73648 -2.98172 0.60439
C 0.35407 -0.83352 3.75438
H 1.23845 -3.30816 5.89441
C -0.82568 2.51593 -4.70709
H 0.04386 -3.53203 0.72036
C 1.50791 0.16425 -0.02159
H 0.47162 -0.89092 5.90439
H -0.66579 -3.40677 -1.26605
H -0.44823 2.18243 -2.59249
H 1.77455 1.81132 -6.04576
H -4.80063 -1.78244 -0.42073
H -1.70175 1.85614 -4.74477
H 0.99076 0.22437 -6.27066
H 4.69786 2.50975 -0.62920
H 0.00799 -4.30966 -2.62444
H -3.44201 1.88589 -0.95276
C 0.61952 -1.45898 4.98228
H -1.92987 -1.87318 0.10869
C 4.31964 -0.61746 -0.95665
H 4.21635 -0.38548 -2.02347
H -1.94217 2.03971 -0.02599
C 0.07114 2.17538 -3.55441
C 1.83752 0.74721 -5.80902
H -2.82166 -0.70253 -5.10362
H -2.68006 1.45242 5.12892
C 1.00479 -3.48899 1.24396
H 1.18313 0.70772 -0.94981
C -2.02690 -1.09764 0.89787
H -1.06880 -0.41820 -5.11050
H 1.13813 -2.08706 -2.45032
H -0.29273 2.45178 -5.65978
H 0.08667 -0.02245 -3.06264
Si -0.28445 1.85697 4.55851
H -2.01441 -1.63609 1.88177
H 2.14168 2.28427 4.78782
C 0.13994 -2.21139 -2.88514
H 1.21464 3.01814 6.12126
H 0.95991 2.81774 -3.49009
H -1.84761 2.45882 6.33705
C 3.64192 2.32264 -0.39826
Si 3.34108 0.55385 0.16050
O 0.57509 0.78322 -3.73228
H 3.05918 2.57189 -1.29275
C 1.30822 2.12611 5.48626
H -2.59910 -1.48470 -2.66243
C 1.03494 -2.79074 4.96057
N 0.46556 -1.50528 2.55813
C -3.01262 1.76932 0.05411
C -4.73163 -0.69373 -0.56137
H 2.61908 1.15192 -3.81705
H -4.47070 -0.50603 -1.61279
C -1.92468 -0.78982 -3.17299
C 4.08033 0.37084 1.86849
Si -3.48555 0.03923 0.66347
H -0.73346 4.15383 4.04877
O -0.58890 -0.96517 -2.51880
C -0.57632 -3.42499 -2.35754
H 2.75159 0.36474 -6.26550
H 0.19779 3.47568 2.69066
H -1.18653 3.53859 -4.58897
Lu -0.32227 0.30237 1.40634
H 1.51665 -4.48968 3.69449
H -1.60981 0.69677 6.32568
H 4.01819 -1.66346 -0.81710
H 3.35154 3.01904 0.39709
H 3.70944 -0.53129 2.36597
H -5.25084 0.80125 2.25739
H -5.73774 -0.27956 -0.40134
C 1.89307 0.50529 -4.32684
C 0.87419 -2.79384 2.56225
H -2.22760 0.22938 -2.90605
H 5.17469 0.29380 1.79970
```

The calculation puts the highest occupied orbital energy at -9.73 eV. As for the net charge: +1. The frontier orbital gap comes out at 0.28101 hartree.



3.
Here is a molecular structure, FN2O3S at a distorted geometry from the OMol25 dataset. Energies are from the ωB97M-V functional and the def2-TZVPD basis.

XYZ file:
```
7
FN2O3S, DFT the ωB97M-V functional and the def2-TZVPD basis
O -0.56244 2.28333 -3.60125
N -0.17970 -0.86971 2.84161
N -0.25936 1.09512 -3.75372
F 0.55870 -2.24374 3.45283
S 0.02195 -0.80874 1.31099
O 0.86620 0.68394 -4.00240
O -0.44536 -0.14020 3.75193
```

The calculation puts the highest occupied orbital energy (spin up / spin down) at -2.32 / -2.32 eV. As for the net charge: -1. The frontier orbital gap (spin up / spin down) comes out at 0.09311 / 0.09309 hartree.



- What is the formula in the first record?
  C2H4N3